(1)
116
Properties=species:S:1:pos:R:3:forces:R:3:mulliken_charge:R:1 method="wB97M-V/def2-TZVPD" e_tot_ha=-9425.76286 e_homo_ev="-3.14 / -3.07" total_charge=-1 lumo_energy_ev="1.284 / 1.224" spin_multiplicity=2 homo_lumo_gap_ev="4.42 / 4.29"
V -0.0888 0.5781 -0.9316 1.745 -1.555 -0.150 -0.04
Se 0.7014 0.1154 1.1208 1.609 -2.113 3.225 -0.43
Te 1.8311 0.2081 3.3217 0.310 -0.359 0.344 -0.36
Te 0.5326 3.8551 2.5672 0.035 0.192 0.034 -0.23
Se 0.1240 2.2874 0.6692 -0.147 3.118 1.081 -1.10
C -0.5100 -3.2710 -2.7709 -0.447 -0.136 0.129 -1.39
C -1.8709 -3.5362 -2.6608 0.451 -0.129 -0.207 -1.51
C -2.6585 -2.6216 -2.0039 -0.185 0.378 0.432 -0.67
C -2.0968 -1.4777 -1.4244 0.476 -1.002 -0.569 0.36
N -0.7632 -1.2256 -1.5364 -1.164 -0.218 -0.723 2.25
C -0.0274 -2.1127 -2.2097 0.569 -0.215 -0.115 -0.73
C -2.8827 -0.5773 -0.5999 -0.743 0.885 0.673 0.38
C -4.2806 -0.6133 -0.5253 0.368 -0.329 -0.379 -0.57
C -4.9359 0.2054 0.3668 -0.066 0.225 0.284 -1.16
C -4.1915 1.0013 1.2246 -0.122 -0.348 -0.148 -0.96
C -2.8181 0.9977 1.0820 0.147 0.216 0.359 -0.84
N -2.1839 0.2918 0.1535 0.022 -0.532 -0.863 2.07
H 0.1593 -3.9455 -3.2848 0.070 0.037 0.005 0.60
H -2.2916 -4.4422 -3.0760 -0.070 0.035 -0.028 0.43
H -3.7178 -2.8055 -1.9004 0.000 0.001 0.045 0.41
H 1.0210 -1.8846 -2.3129 -0.062 0.113 0.072 0.04
H -4.8360 -1.2669 -1.1833 -0.059 0.030 0.036 0.49
H -6.0172 0.2080 0.4129 -0.012 -0.033 -0.006 0.51
H -4.6560 1.5946 1.9973 0.023 0.049 0.009 0.53
H -2.1969 1.5897 1.7466 0.047 0.059 -0.187 0.30
C -0.0997 -0.1219 -4.4034 -0.100 0.141 0.326 -1.20
Si 1.7007 0.2487 -3.8006 0.205 0.070 -0.243 1.04
C 2.5347 -1.2581 -4.6428 0.039 0.092 0.131 -1.52
C 2.2849 1.6536 -4.9466 -0.029 -0.118 0.075 -1.24
C 2.0754 0.5943 -1.9627 -0.254 -0.457 0.029 2.29
Si 2.8453 2.3328 -1.6566 -0.033 0.191 0.289 0.92
C 4.4219 2.5610 -2.7116 -0.064 0.018 -0.069 -1.46
C 3.4375 2.6815 0.1216 -0.171 -0.287 -0.123 -1.23
C 1.7802 3.8682 -2.0460 -0.026 -0.250 -0.134 -0.62
Si 3.3755 -0.6303 -1.2626 0.098 0.104 -0.029 -0.07
C 4.7128 -1.0685 -2.5615 -0.017 -0.058 0.001 -1.85
C 4.5259 -0.1723 0.1839 -0.260 0.268 -0.108 -1.14
C 2.8804 -2.3976 -0.6233 -0.066 0.149 -0.110 0.73
C 3.8606 -3.3960 -0.6498 0.132 -0.029 -0.079 -0.99
C 3.6139 -4.6393 -0.0956 0.060 0.083 0.014 -0.64
C 2.3655 -4.8863 0.4512 -0.073 -0.148 0.037 -1.09
C 1.4382 -3.8617 0.4242 0.100 0.137 0.035 -0.13
N 1.6943 -2.6525 -0.0627 -0.336 -0.004 -0.099 0.60
H -0.2859 0.4089 -5.3408 0.135 0.017 -0.056 0.60
H -0.9046 0.1537 -3.7266 -0.012 -0.014 -0.030 -0.18
H -0.2157 -1.1866 -4.6105 0.087 -0.022 -0.043 0.64
H 1.9706 -1.5029 -5.5458 -0.090 0.092 -0.013 0.47
H 2.5704 -2.1611 -4.0290 -0.022 -0.026 -0.011 0.22
H 3.5536 -1.0201 -4.9488 -0.010 -0.087 0.029 0.35
H 1.8389 1.5303 -5.9368 -0.026 -0.035 -0.027 0.48
H 3.3687 1.6061 -5.0650 0.005 0.012 0.019 0.32
H 2.0407 2.6518 -4.5871 0.017 0.012 -0.034 0.14
H 4.8045 1.6150 -3.0934 0.053 0.118 0.002 0.28
H 5.2112 3.0170 -2.1117 0.005 0.038 0.060 0.46
H 4.2422 3.2120 -3.5691 -0.005 0.010 -0.023 0.37
H 4.5228 2.6243 0.2237 -0.013 0.040 -0.111 0.51
H 3.0173 1.9964 0.8555 -0.021 0.043 0.076 0.02
H 3.1203 3.6795 0.4282 -0.051 0.048 -0.076 0.42
H 1.5007 3.9728 -3.0951 0.040 0.042 0.001 0.12
H 2.3510 4.7574 -1.7656 0.172 -0.070 -0.006 0.56
H 0.8652 3.8945 -1.4549 0.044 -0.003 -0.019 -0.07
H 4.8530 -0.2493 -3.2657 0.023 -0.096 -0.010 0.17
H 4.4930 -1.9630 -3.1439 0.056 0.023 0.065 0.44
H 5.6681 -1.2233 -2.0557 0.038 0.013 0.056 0.58
H 5.2360 0.6018 -0.1151 0.005 -0.032 -0.015 0.30
H 5.0944 -1.0708 0.4385 -0.011 -0.063 -0.155 0.47
H 4.0336 0.1548 1.0961 -0.108 -0.006 0.051 0.11
H 4.8210 -3.1824 -1.1016 0.007 -0.050 0.036 0.37
H 4.3846 -5.4005 -0.0819 -0.010 -0.016 -0.047 0.44
H 2.1143 -5.8451 0.8867 0.005 0.003 -0.010 0.43
H 0.4340 -4.0081 0.8066 -0.057 -0.032 0.128 0.20
C -4.8376 6.2827 -4.7001 0.095 -0.023 0.035 -1.48
C -3.7909 5.3187 -4.2125 0.100 -0.069 -0.017 0.72
C -3.8874 4.6792 -2.9840 0.010 0.167 -0.189 -1.11
C -2.9258 3.7866 -2.5384 0.372 -0.215 -0.085 1.07
C -3.0935 3.1526 -1.1926 -0.117 0.071 -0.023 -0.69
C -1.8021 3.4793 -3.3559 -1.002 0.659 0.129 -0.46
C -0.8116 2.5096 -3.0512 1.043 -1.233 0.871 0.37
O -0.6835 1.7100 -2.0210 -2.616 2.726 -4.346 0.09
C -1.6798 4.1725 -4.5996 0.045 -0.187 0.238 0.77
C -0.4924 3.9880 -5.5055 -0.040 -0.040 -0.028 -0.99
C -2.6665 5.0526 -4.9933 -0.199 0.102 0.087 -1.18
H -5.6888 6.3147 -4.0207 -0.024 0.015 -0.027 0.36
H -5.1909 5.9972 -5.6934 -0.059 0.020 0.025 0.34
H -4.4261 7.2921 -4.7806 -0.043 0.009 0.013 0.32
H -4.7377 4.8855 -2.3416 0.000 -0.005 -0.002 0.27
H -3.9795 3.5416 -0.6889 -0.023 0.018 -0.057 0.48
H -2.2366 3.3544 -0.5451 0.050 -0.149 -0.018 0.14
H -3.2114 2.0728 -1.2869 0.079 0.040 0.016 -0.09
H -0.0465 2.3643 -3.8062 0.058 0.082 0.246 -0.68
H -0.3565 2.9450 -5.8005 0.060 0.021 0.012 0.07
H 0.4268 4.3263 -5.0224 0.024 -0.089 -0.010 0.20
H -0.6218 4.5753 -6.4143 -0.014 0.002 0.005 0.40
H -2.5593 5.5620 -5.9463 0.013 -0.010 -0.005 0.31
C -4.8074 -5.0341 2.5800 0.185 0.073 0.059 -1.48
C -3.6371 -4.1445 2.9990 -0.140 -0.109 -0.085 -0.15
C -2.9021 -3.5324 1.8207 0.274 0.321 0.346 -0.67
S -1.8502 -2.0964 2.3301 0.201 -1.052 -0.149 0.74
O -2.7890 -1.2370 3.0877 -0.437 0.597 0.215 -0.76
C -0.8038 -2.9587 3.5968 -0.046 0.175 -0.181 -0.81
C -1.3590 -2.7929 5.0129 -0.068 0.055 0.020 -0.19
C -0.6006 -1.7505 5.8264 -0.067 -0.035 -0.042 -1.30
H -5.2273 -5.5277 3.4574 -0.086 -0.039 -0.054 0.42
H -4.4856 -5.8034 1.8749 -0.046 -0.028 -0.005 0.33
H -5.5952 -4.4429 2.1103 -0.006 -0.026 -0.042 0.33
H -2.9391 -4.7296 3.6016 -0.007 0.049 0.049 0.23
H -4.0140 -3.3285 3.6190 0.054 -0.028 0.044 0.24
H -3.6101 -3.0843 1.1194 0.035 0.015 -0.096 0.22
H -2.2692 -4.2456 1.2868 0.001 0.002 -0.048 0.44
H 0.1754 -2.4825 3.5025 -0.005 -0.026 -0.041 0.31
H -0.7194 -4.0027 3.2915 0.018 0.001 -0.053 0.50
H -1.3467 -3.7591 5.5249 0.010 -0.018 -0.044 0.35
H -2.3986 -2.4677 4.9441 -0.022 -0.101 0.053 0.07
H 0.4668 -1.9709 5.8581 0.022 0.001 0.039 0.32
H -0.9863 -1.7098 6.8468 0.017 0.008 0.024 0.42
H -0.7113 -0.7659 5.3739 0.043 0.020 -0.009 0.25

=====

(2)
113
Properties=species:S:1:pos:R:3:forces:R:3:mulliken_charge:R:1 method="wB97M-V/def2-TZVPD" e_tot_ha=-7692.85642 e_homo_ev="-4.62 / -6.79" relative_energy_kcal_mol=16.6 lumo_energy_ev="-0.050 / -0.056" spin_multiplicity=3 homo_lumo_gap_ev="4.57 / 6.73"
Ti -1.7613 -0.3878 -0.5621 -1.025 -1.248 -0.791 0.62
N -3.7059 -0.0843 0.5457 -0.001 -0.097 0.264 -0.15
C -4.8496 -0.9617 0.3226 0.003 -0.265 -0.051 -1.02
C -4.3197 -2.3620 0.0366 -0.121 0.225 0.100 -0.98
N -3.1622 -2.3908 -0.8772 -0.055 0.049 0.069 0.70
C -3.5837 -2.3340 -2.2919 -0.078 0.178 -0.138 -0.24
C -3.7824 -0.9136 -2.8032 -0.188 -0.169 -0.010 -0.99
N -2.5361 -0.1895 -2.5313 -0.148 -0.164 -0.867 0.57
C -2.4465 -3.6533 -0.5982 0.231 -0.152 -0.078 -0.56
C -1.1767 -3.8452 -1.4073 -0.217 0.003 -0.003 -0.98
N -0.3385 -2.6538 -1.2880 -0.186 0.121 0.111 -0.27
H -3.2524 -0.3175 1.4289 -0.133 0.140 0.111 -0.01
H -3.9619 0.8943 0.5839 0.035 0.059 0.016 0.18
H -5.4462 -0.5826 -0.5043 0.039 0.066 0.007 0.41
H -5.5026 -1.0226 1.1984 -0.068 0.043 -0.065 0.47
H -5.1308 -2.9916 -0.3487 0.039 -0.070 0.051 0.38
H -3.9974 -2.7847 0.9903 0.057 -0.044 -0.035 0.44
H -4.4833 -2.9388 -2.4605 0.028 -0.028 0.036 0.30
H -2.7796 -2.7338 -2.9061 -0.012 -0.079 0.017 -0.24
H -4.6229 -0.4009 -2.3368 0.028 0.004 0.019 0.20
H -3.9866 -0.9806 -3.8758 0.034 0.052 0.007 0.58
H -2.5959 0.7707 -2.8540 0.027 0.048 0.001 0.42
H -1.8304 -0.6658 -3.1288 -0.079 -0.017 -0.217 -0.17
H -3.1109 -4.5141 -0.7569 -0.013 0.020 0.034 0.57
H -2.1628 -3.6299 0.4543 -0.099 -0.011 0.039 0.06
H -1.3877 -4.0250 -2.4595 0.072 0.023 -0.017 -0.06
H -0.6888 -4.7479 -1.0248 0.030 0.006 -0.062 0.62
H 0.3248 -2.6253 -2.0563 -0.100 0.103 -0.122 0.27
H 0.2006 -2.7015 -0.4282 0.043 0.027 -0.009 0.02
C 2.0426 6.4310 -1.1394 -0.003 -0.084 0.005 -1.67
C 2.5987 5.1185 -0.5688 0.059 0.045 0.033 1.88
C 3.7038 4.6255 -1.5065 -0.118 -0.024 0.068 -2.00
C 3.2058 5.3721 0.8192 -0.022 -0.013 -0.047 -1.55
C 1.4738 4.0955 -0.4336 0.029 -0.042 -0.030 -0.23
C 1.5540 2.8148 -0.9553 -0.019 -0.054 -0.039 -0.21
C 0.4887 1.9436 -0.8067 -0.181 -0.205 -0.007 0.00
Se 0.6292 0.0950 -1.3258 0.856 0.560 0.498 -0.73
C 1.1893 -0.5401 0.4383 -0.198 -0.052 -0.228 0.24
C 2.5566 -0.5694 0.6774 -0.020 -0.010 0.012 -0.22
C 3.0495 -1.0397 1.8807 0.021 0.059 -0.071 -0.67
C 2.1086 -1.4571 2.8238 0.039 0.029 -0.026 0.11
C 0.7373 -1.4436 2.6214 -0.173 -0.056 0.014 -1.12
C 0.2383 -0.9888 1.3703 0.727 -0.077 0.238 0.57
O -1.0612 -1.0127 1.0818 0.353 -0.512 1.135 0.20
C -0.2156 -1.9437 3.7150 -0.114 -0.014 -0.046 2.44
C -1.0188 -3.1463 3.1893 0.051 0.105 0.025 -1.35
C -1.1770 -0.8167 4.1271 0.053 -0.040 -0.054 -1.56
C 0.5245 -2.4017 4.9745 -0.018 0.043 -0.088 -2.44
C 4.5412 -1.1722 2.1749 0.042 -0.012 0.033 1.89
C 4.8852 -0.4869 3.5050 -0.045 -0.002 -0.075 -1.66
C 4.8874 -2.6666 2.2693 0.029 0.081 -0.003 -1.60
C 5.3955 -0.5372 1.0744 -0.127 -0.061 0.085 -2.11
C -0.7051 2.2873 -0.1638 0.746 0.568 -0.160 0.07
O -1.7252 1.4277 -0.1665 -0.014 0.914 0.189 0.58
C -0.7494 3.5489 0.4720 -0.293 -0.105 0.096 -0.58
C 0.3252 4.4083 0.2959 0.079 0.019 -0.019 -0.30
C -1.9281 3.9212 1.3743 -0.148 -0.086 -0.011 2.69
C -1.7447 5.2742 2.0658 0.009 -0.089 -0.070 -2.43
C -2.0515 2.8595 2.4848 0.029 0.082 -0.110 -1.34
C -3.2264 3.9859 0.5515 0.096 -0.032 0.052 -1.52
H 2.8494 7.1541 -1.2741 -0.004 0.014 0.011 0.48
H 1.2977 6.8765 -0.4791 -0.005 0.010 -0.009 0.28
H 1.5742 6.2514 -2.1087 -0.001 0.042 -0.010 0.36
H 4.4552 5.4057 -1.6338 0.008 0.000 0.014 0.44
H 3.2977 4.3805 -2.4895 0.053 -0.006 -0.025 0.41
H 4.2026 3.7417 -1.1050 0.024 -0.008 -0.025 0.29
H 4.0415 6.0725 0.7531 -0.009 0.012 -0.005 0.46
H 3.5699 4.4364 1.2478 0.028 0.016 0.017 0.29
H 2.4645 5.7888 1.5030 0.010 0.007 0.016 0.32
H 2.4303 2.4572 -1.4784 0.035 0.082 -0.006 0.61
H 3.2101 -0.2219 -0.1117 0.066 -0.031 0.042 0.48
H 2.4809 -1.8229 3.7699 -0.014 -0.010 -0.007 0.37
H -1.6657 -2.8313 2.3756 -0.047 -0.036 -0.052 -0.09
H -1.6349 -3.5694 3.9864 0.013 -0.001 0.004 0.53
H -0.3436 -3.9235 2.8231 -0.026 -0.028 0.014 0.29
H -1.6694 -0.3881 3.2564 -0.028 0.013 0.013 0.03
H -0.6315 -0.0199 4.6363 -0.013 0.016 0.000 0.37
H -1.9386 -1.2034 4.8089 0.011 0.014 0.028 0.48
H 1.2086 -3.2254 4.7625 -0.002 -0.015 0.042 0.43
H -0.2059 -2.7522 5.7054 0.003 0.007 0.014 0.46
H 1.0860 -1.5826 5.4272 0.028 -0.030 0.025 0.43
H 4.3502 -0.9368 4.3417 0.005 0.014 0.021 0.31
H 4.6272 0.5730 3.4666 0.015 0.009 0.023 0.35
H 5.9547 -0.5765 3.7050 0.001 0.005 0.014 0.48
H 4.3307 -3.1477 3.0749 0.009 -0.019 0.005 0.31
H 5.9543 -2.7979 2.4645 -0.002 -0.014 0.007 0.47
H 4.6420 -3.1759 1.3357 0.008 -0.011 0.002 0.33
H 5.1142 0.5062 0.9196 0.060 0.020 -0.030 0.41
H 5.2882 -1.0750 0.1310 0.017 0.046 -0.032 0.35
H 6.4469 -0.5677 1.3631 0.011 -0.016 -0.021 0.45
H 0.2755 5.3837 0.7608 0.001 -0.021 0.001 0.42
H -0.8435 5.2855 2.6815 -0.007 0.043 0.009 0.43
H -2.6009 5.4522 2.7187 0.001 0.030 0.006 0.45
H -1.6943 6.0948 1.3478 0.009 0.015 0.018 0.43
H -1.1669 2.8858 3.1242 -0.010 -0.028 0.023 0.32
H -2.1315 1.8590 2.0652 -0.017 -0.039 0.038 -0.07
H -2.9305 3.0608 3.1022 0.009 0.000 0.016 0.54
H -3.1987 4.8373 -0.1310 -0.018 -0.008 -0.018 0.38
H -4.0859 4.1054 1.2162 -0.013 0.029 -0.020 0.45
H -3.3563 3.0820 -0.0414 -0.048 0.003 -0.008 0.00
Se 0.1877 -0.2401 -4.8526 -0.045 0.037 -0.167 0.07
N -0.9163 -1.6347 -4.4422 -0.256 0.091 0.327 -0.51
C -0.5040 -2.6754 -5.1988 0.072 0.108 0.011 1.11
C -1.1109 -3.9428 -5.2252 0.078 -0.070 -0.053 -0.34
C -0.5762 -4.9473 -6.0157 -0.120 -0.048 0.109 -0.82
C 0.5480 -4.7130 -6.8126 0.071 0.007 -0.077 -0.49
C 1.1501 -3.4699 -6.8435 -0.057 -0.149 0.000 -0.73
C 0.6495 -2.4292 -6.0384 -0.113 0.083 0.121 0.19
N 1.1783 -1.1950 -5.9973 0.304 0.014 -0.251 -0.93
H -2.0107 -4.1242 -4.6471 -0.008 0.014 0.013 0.26
H -1.0459 -5.9236 -6.0189 0.015 -0.003 -0.036 0.37
H 0.9441 -5.5154 -7.4228 -0.012 0.010 -0.018 0.35
H 1.9969 -3.2747 -7.4882 0.037 0.021 0.051 0.43